w) Computed, not measured: a structure of composition C3H2OS3, with ωB97M-V/def2-TZVPD.

Its gap between HOMO and LUMO is 7.83 eV. Its HOMO energy is -9.204 eV.

XYZ file:
```
9
C3H2OS3 | the Open Molecules 2025 dataset | ωB97M-V/def2-TZVPD
C 0.98125 -0.01286 0.43211
C 0.80877 0.82674 -0.56216
C -0.06603 -0.89068 1.00705
O -1.64394 0.38318 -2.24503
S 0.03921 -2.06046 2.12046
S -1.79137 -0.47982 0.59514
S -1.57140 0.99167 -0.91883
H 1.91591 -0.13376 0.80748
H 1.32759 1.37599 -1.23622
```

Here are the Löwdin charges for atoms 1 to 4, given in e: C -0.2709; C 0.0478; C -1.1446; O -0.6273

---

x) Computed, not measured: the molecule C3H2OS3, with ωB97M-V/def2-TZVPD.

Its gap between HOMO and LUMO is 6.89 eV. The SMILES is O=C(C=S)C(=S)S. Its HOMO energy is -8.949 eV.

XYZ file:
```
9
C3H2OS3 | the Open Molecules 2025 dataset | ωB97M-V/def2-TZVPD
C -0.62658 0.88563 -0.20911
C 0.48517 -0.15311 0.02530
C -0.06825 -1.57086 0.12486
H 1.17535 2.18146 0.25977
H -1.10694 -1.66157 0.39882
O 1.64175 0.17085 0.09282
S -0.07490 2.51264 -0.08825
S -2.20484 0.47639 -0.39005
S 0.77924 -2.84142 -0.21416
```

Here are the Löwdin charges for atoms 1 to 4, given in e: C -1.1202; C -0.5401; C -0.6642; H -0.1017

---

It is x) that is most stable; the runner-up trails by 171.0 kJ/mol.

---

w) Computed, not measured: a structure of composition C3H4BrNO3, with ωB97M-V/def2-TZVPD.

Its gap between HOMO and LUMO is 9.45 eV. Its HOMO energy is -9.636 eV.

XYZ file:
```
12
C3H4BrNO3 | the Open Molecules 2025 dataset | ωB97M-V/def2-TZVPD
C -0.81615 -0.55098 0.08216
C -1.61768 0.59000 0.61169
C 0.90009 0.16257 -0.74037
N 1.82047 -0.75338 -0.28335
O -0.85251 -1.69968 0.15997
O 1.84057 -1.86884 -0.77739
O 2.51618 -0.30157 0.60886
Br 1.20742 1.94684 -0.19517
H -1.44605 1.42995 0.03959
H -1.52879 0.72209 1.63187
H -2.67692 0.16001 0.63814
H 0.65337 0.16300 -1.77600
```

Here are the Löwdin charges for atoms 1 to 4, given in e: C -0.2601; C -0.0326; C -0.5606; N -0.5047

---

x) Computed, not measured: a structure of composition C3H4BrNO3, with ωB97M-V/def2-TZVPD.

Its gap between HOMO and LUMO (alpha / beta) is 8.33 / 6.60 eV. Its HOMO energy (alpha / beta) is -9.416 / -8.257 eV.

XYZ file:
```
12
C3H4BrNO3 | the Open Molecules 2025 dataset | ωB97M-V/def2-TZVPD
C -0.77372 0.36750 -0.18245
C 0.06914 -1.82482 -0.21549
C -0.08795 1.29888 0.65374
N 1.33058 -1.52653 0.27568
O -1.13680 0.60121 -1.31110
O -0.86443 -0.79748 0.39065
O 0.10851 2.58984 0.31685
Br 1.97354 0.05885 -0.21076
H -0.06096 -1.93347 -1.27526
H -0.27512 -2.84759 0.22291
H 0.17620 0.96348 1.63632
H -0.45900 3.05014 -0.30109
```

Here are the Löwdin charges for atoms 1 to 4, given in e: C -0.7063; C -0.3243; C -0.1925; N -0.4368

---

It is x) that is most stable; the runner-up trails by 25.1 kJ/mol.

---

w) Computed, not measured: the molecule C2H6N2O2S, with ωB97M-V/def2-TZVPD.

Its gap between HOMO and LUMO is 9.30 eV. The SMILES is CS/C(=N\O)NO. Its HOMO energy is -8.703 eV.

XYZ file:
```
13
C2H6N2O2S | the Open Molecules 2025 dataset | ωB97M-V/def2-TZVPD
C -0.75103 1.80504 -0.86563
C 0.32586 -0.45358 0.21327
H -1.46356 2.19334 -1.63191
H 0.26260 2.23495 -0.96737
H -1.07289 1.99638 0.16123
H 0.47009 -1.41018 1.89062
H -2.00118 -1.71473 1.41040
H 3.03352 0.81377 -0.16218
N -0.16874 -1.38728 1.11974
N 1.56242 -0.17520 0.46435
O -1.41567 -0.97410 1.66177
O 2.04220 0.85587 -0.35038
S -0.71535 -0.02119 -1.14790
```

Here are the Löwdin charges for atoms 1 to 4, given in e: C -0.3645; C -0.6780; H 0.0422; H 0.0281

---

x) Computed, not measured: a cluster of 2 separate species, C2H6N2O2S in total, with ωB97M-V/def2-TZVPD.

Its gap between HOMO and LUMO is 9.83 eV. The SMILES is NC(=O)NS.C=O. Its HOMO energy is -9.307 eV.

XYZ file:
```
13
C2H6N2O2S | the Open Molecules 2025 dataset | ωB97M-V/def2-TZVPD
C -0.89118 0.19744 0.14263
C 2.36424 -0.07623 0.62039
N -1.16374 1.49681 -0.42957
N -1.65564 -0.73004 -0.43166
O -0.00935 -0.02393 0.98809
O 2.42269 -0.62215 -0.44402
S -0.90654 -2.35182 -0.37387
H 2.04734 1.01467 0.64282
H 2.20807 -0.65237 1.52130
H -2.13397 1.81553 -0.55981
H -0.64689 2.24768 -0.10328
H -1.93482 -0.46622 -1.38434
H 0.29980 -1.84935 -0.18868
```

Here are the Löwdin charges for atoms 1 to 4, given in e: C -0.6562; C -0.1816; N 0.1354; N -0.2775

---

It is x) that is most stable; the runner-up trails by 228.4 kJ/mol.

---

w) Computed, not measured: a structure of composition C4H11O3, with ωB97M-V/def2-TZVPD.

Its gap between HOMO and LUMO is 7.05 eV. Its net charge is -1. Its HOMO energy is -3.157 eV.

XYZ file:
```
18
C4H11O3 | the Open Molecules 2025 dataset | ωB97M-V/def2-TZVPD
C 0.71699 0.66864 0.58182
O -0.60178 0.22538 0.64910
C 1.24658 0.63681 -0.88824
C 1.45830 -0.82412 -1.33180
C 0.08113 -1.42782 -1.82049
O -1.00795 -0.71561 -1.25731
H 1.23025 -0.13230 1.15844
H 0.70417 1.75025 0.82975
H 2.16199 1.19532 -1.04175
H 0.51905 1.13190 -1.50404
H 1.70657 -1.46300 -0.48379
H 2.10150 -0.82058 -2.20131
H -0.04393 -1.40522 -2.90048
H 0.02274 -2.44467 -1.40266
H -0.78566 -0.27855 -0.26243
H -3.80620 1.52610 3.56056
H -2.40690 1.08747 3.99931
O -3.29685 1.29000 4.31531
```

Here are the Löwdin charges for atoms 1 to 4, given in e: C -0.3388; O -0.1982; C -0.2107; C -0.1889

---

x) Computed, not measured: a cluster of 2 separate species, C4H11O3 in total, with ωB97M-V/def2-TZVPD.

Its gap between HOMO and LUMO is 7.75 eV. Its net charge is -1. Its HOMO energy is -3.537 eV.

XYZ file:
```
18
C4H11O3 | the Open Molecules 2025 dataset | ωB97M-V/def2-TZVPD
C 2.06564 0.76048 -0.28647
O 2.05241 0.41505 1.08866
C 0.94768 -0.00264 -0.96950
C -0.37777 0.70878 -0.64679
C -1.40436 0.16349 -1.67748
O -0.71476 0.37851 0.61391
H 1.79226 1.90451 -0.31526
H 3.07970 0.63413 -0.67676
H 0.88636 -1.04335 -0.63213
H 1.10686 -0.07292 -2.06555
H -0.27343 1.79990 -0.90091
H -2.45363 0.47651 -1.49457
H -1.20351 0.29120 -2.77053
H -1.47008 -0.92140 -1.54029
H 1.07342 0.23314 1.21546
H -1.53496 -2.23108 2.33941
H -1.68499 -1.24728 1.26159
O -2.19201 -1.97814 1.68002
```

Here are the Löwdin charges for atoms 1 to 4, given in e: C -0.3048; O -0.1385; C -0.2008; C -0.6419

---

y) Computed, not measured: a cluster of 2 separate species, C4H11O3 in total, with ωB97M-V/def2-TZVPD.

Its gap between HOMO and LUMO is 6.32 eV. Its net charge is -1. Its HOMO energy is -3.147 eV.

XYZ file:
```
18
C4H11O3 | the Open Molecules 2025 dataset | ωB97M-V/def2-TZVPD
C -0.51464 1.16702 -1.95810
O -1.57336 2.12652 -2.01070
C 0.23452 1.13581 -0.64359
C -0.26428 0.08881 0.34571
C 0.67761 -0.23126 1.51543
O 0.24504 -1.23498 2.31388
H -1.01601 0.20769 -2.08796
H 0.18910 1.31427 -2.78440
H -1.27613 2.96407 -2.36995
H 0.26756 2.05446 -0.03431
H 1.30497 0.97321 -0.76762
H -1.25680 0.31116 0.75830
H -0.45480 -0.88561 -0.13341
H 0.87093 0.68433 2.08436
H 1.68726 -0.39181 1.06350
H 0.04085 -3.95610 1.03340
H 0.32396 -2.64380 1.84689
O 0.51423 -3.68378 1.82856
```

Here are the Löwdin charges for atoms 1 to 4, given in e: C -0.2693; O -0.0876; C -0.2191; C -0.2327

---

z) Computed, not measured: a structure of composition C4H11O3, with ωB97M-V/def2-TZVPD.

Its gap between HOMO and LUMO is 6.03 eV. Its net charge is -1. Its HOMO energy is -3.851 eV.

XYZ file:
```
18
C4H11O3 | the Open Molecules 2025 dataset | ωB97M-V/def2-TZVPD
C -2.12526 2.10594 1.27430
O -1.38491 2.29536 2.39631
C -1.35339 1.11622 0.25479
C 0.08738 0.97380 0.47017
C 0.79897 -0.14612 -0.28263
O 2.12034 -2.79926 -0.52788
H -3.01848 1.50581 1.59754
H -2.55868 3.12038 0.80335
H -2.02815 0.88246 -0.58210
H -0.87530 0.39019 1.09765
H 0.65945 1.68109 0.99478
H 1.56133 -0.69507 0.30258
H -0.02158 -0.87118 -0.61150
H 1.51331 -0.02990 -1.12715
H 2.13810 -3.04287 0.37334
H 0.43833 -2.65721 -3.05888
H 1.49491 -2.40761 -1.92609
O 1.29588 -2.26800 -2.88885
```

Here are the Löwdin charges for atoms 1 to 4, given in e: C -0.4829; O -0.3493; C -0.0492; C -0.0496

---

It is x) that is most stable; the runner-up trails by 53.3 kJ/mol.